# 1
{
  "formula": "CH3ClFOP",
  "method": "ωB97M-V with the def2-TZVPD basis set",
  "total_energy_ev": -27660.613,
  "homo_energy_ha": [-0.333, -0.333],
  "orbital_gap_ha": [0.2348, 0.2350],
  "lumo_ev": [-2.67, -2.66],
  "largest_force_ev_per_a": 5.313,
  "symbols": ["C", "O", "F", "P", "Cl", "H", "H", "H"],
  "coordinates": [[0.969, 0.184, 0.247], [0.063, -0.783, 0.384], [-1.677, -1.440, -1.509], [-1.347, -1.306, 0.143], [-1.766, 1.996, -0.091], [0.541, 1.212, 0.365], [1.500, 0.006, -0.649], [1.719, 0.130, 1.109]],
  "forces_ev_per_angstrom": [[3.64, 3.37, 1.91], [-3.25, -3.08, 0.59], [1.03, 0.30, 3.13], [-0.75, 1.78, -2.96], [0.02, -1.49, 0.18], [-0.29, -0.93, -0.68], [0.56, 0.36, -1.10], [-0.96, -0.32, -1.07]]
}

# 2
{
  "formula": "C42H56BCoN7P",
  "method": "ωB97M-V with the def2-TZVPD basis set",
  "total_energy_ev": -102474.867,
  "homo_energy_ha": [-0.480, -0.481],
  "orbital_gap_ha": [0.2744, 0.2075],
  "multiplicity": 5,
  "charge": 2,
  "lumo_ev": [-5.60, -7.43],
  "largest_force_ev_per_a": 0.300,
  "symbols": ["Co", "C", "C", "C", "C", "N", "C", "C", "C", "C", "C", "C", "N", "H", "H", "H", "H", "H", "H", "H", "H", "C", "N", "C", "N", "C", "N", "C", "P", "C", "C", "H", "H", "H", "H", "H", "H", "H", "H", "H", "H", "H", "H", "C", "C", "C", "C", "C", "C", "C", "C", "C", "C", "C", "C", "N", "B", "N", "C", "C", "C", "C", "C", "C", "C", "C", "C", "C", "C", "C", "C", "C", "H", "H", "H", "H", "H", "H", "H", "H", "H", "H", "H", "H", "H", "H", "H", "H", "H", "H", "H", "H", "H", "H", "H", "H", "H", "H", "H", "H", "H", "H", "H", "H", "H", "H", "H", "H"],
  "coordinates": [[0.086, -0.113, 0.043], [-1.999, -3.585, -1.521], [-2.777, -3.015, -2.514], [-2.677, -1.653, -2.759], [-1.796, -0.895, -2.004], [-1.040, -1.458, -1.044], [-1.144, -2.766, -0.805], [-1.611, 0.572, -2.195], [-2.267, 1.299, -3.178], [-1.993, 2.651, -3.313], [-1.065, 3.245, -2.472], [-0.461, 2.460, -1.506], [-0.735, 1.163, -1.363], [-2.050, -4.639, -1.295], [-3.459, -3.621, -3.095], [-3.283, -1.200, -3.527], [-0.531, -3.162, -0.003], [-2.976, 0.827, -3.838], [-2.494, 3.230, -4.075], [-0.814, 4.291, -2.556], [0.261, 2.877, -0.813], [4.742, -1.910, -1.845], [4.313, -2.252, -0.487], [5.045, -1.415, 0.462], [4.903, 0.018, 0.209], [5.313, 0.298, -1.167], [4.583, -0.492, -2.156], [3.190, -0.097, -2.259], [2.325, -0.361, -0.634], [2.874, -2.101, -0.336], [3.545, 0.473, 0.461], [4.177, -2.506, -2.564], [5.800, -2.162, -1.940], [6.104, -1.669, 0.392], [4.702, -1.634, 1.476], [6.374, 0.062, -1.261], [5.175, 1.361, -1.377], [2.690, -0.682, -3.035], [3.121, 0.958, -2.539], [2.357, -2.765, -1.036], [2.577, -2.384, 0.674], [3.258, 0.254, 1.492], [3.482, 1.557, 0.332], [1.344, -3.370, 4.667], [1.202, -3.331, 3.141], [2.119, -4.402, 2.543], [-0.250, -3.497, 2.730], [-0.741, -4.765, 2.433], [-2.075, -4.956, 2.120], [-2.942, -3.879, 2.113], [-2.510, -2.587, 2.408], [-3.565, -1.488, 2.371], [-3.544, -0.734, 1.042], [-3.576, -0.511, 3.548], [-1.151, -2.424, 2.699], [-0.646, -1.117, 3.052], [-0.058, -0.066, 2.169], [0.270, 0.981, 3.197], [-0.064, 0.557, 4.412], [-0.630, -0.726, 4.324], [0.942, 2.243, 2.974], [0.181, 3.362, 2.606], [0.883, 4.503, 2.229], [2.267, 4.553, 2.279], [2.975, 3.481, 2.788], [2.330, 2.305, 3.164], [3.117, 1.223, 3.886], [4.596, 1.133, 3.499], [3.061, 1.492, 5.398], [-1.323, 3.509, 2.830], [-1.686, 3.314, 4.307], [-2.247, 2.685, 1.938], [2.392, -3.276, 4.952], [0.975, -4.321, 5.051], [0.790, -2.576, 5.167], [1.545, -2.345, 2.796], [2.013, -5.346, 3.077], [3.162, -4.100, 2.642], [1.918, -4.595, 1.491], [-0.076, -5.615, 2.458], [-2.444, -5.950, 1.907], [-3.990, -4.038, 1.894], [-4.516, -2.025, 2.411], [-2.572, -0.260, 0.878], [-4.302, 0.049, 1.036], [-3.741, -1.408, 0.207], [-2.826, 0.274, 3.441], [-3.427, -1.020, 4.500], [-4.545, -0.016, 3.593], [0.069, 1.146, 5.304], [-1.030, -1.319, 5.130], [0.327, 5.387, 1.947], [2.786, 5.455, 1.988], [4.045, 3.559, 2.911], [2.648, 0.250, 3.691], [5.157, 1.970, 3.914], [4.776, 1.116, 2.428], [5.026, 0.228, 3.928], [3.605, 2.409, 5.625], [3.531, 0.678, 5.949], [2.049, 1.624, 5.776], [-1.524, 4.560, 2.606], [-1.770, 2.260, 4.574], [-2.656, 3.768, 4.506], [-0.956, 3.785, 4.965], [-1.932, 1.641, 1.875], [-2.287, 3.085, 0.928], [-3.261, 2.698, 2.337]],
  "forces_ev_per_angstrom": [[-0.15, 0.07, -0.08], [0.00, 0.04, -0.02], [0.03, 0.02, 0.03], [0.05, 0.02, 0.07], [-0.04, -0.03, -0.03], [-0.04, 0.05, 0.03], [-0.03, -0.08, 0.01], [-0.02, 0.01, -0.03], [0.06, -0.02, 0.06], [0.04, -0.01, 0.03], [-0.01, -0.06, 0.02], [-0.02, 0.11, 0.04], [-0.08, -0.03, 0.07], [0.00, -0.03, 0.01], [-0.01, -0.01, -0.01], [-0.02, 0.02, -0.03], [0.00, -0.01, 0.00], [-0.02, -0.02, -0.02], [-0.01, 0.02, -0.02], [0.01, 0.03, 0.00], [-0.03, 0.00, 0.01], [0.02, -0.02, -0.01], [0.00, -0.05, 0.00], [0.04, -0.04, 0.02], [0.02, 0.05, 0.02], [0.04, 0.03, -0.01], [0.03, 0.02, -0.08], [-0.18, 0.04, -0.02], [0.28, -0.11, 0.00], [0.02, -0.03, -0.08], [-0.12, 0.02, -0.06], [0.02, 0.01, 0.01], [-0.04, 0.00, 0.00], [-0.03, 0.00, 0.01], [0.01, -0.01, 0.00], [-0.02, 0.01, 0.00], [0.01, -0.02, 0.00], [0.02, 0.02, -0.01], [0.00, -0.03, -0.01], [0.01, -0.01, 0.04], [-0.01, -0.09, 0.10], [0.00, -0.02, -0.08], [0.00, -0.01, 0.02], [0.01, 0.03, 0.02], [0.04, 0.04, 0.00], [0.05, 0.09, 0.01], [-0.02, -0.07, 0.01], [0.02, 0.05, -0.06], [-0.02, 0.03, 0.02], [0.01, 0.03, -0.02], [-0.03, -0.04, -0.01], [-0.01, -0.04, 0.03], [0.04, 0.00, -0.03], [-0.01, 0.04, -0.01], [-0.04, -0.01, 0.02], [0.04, -0.03, 0.04], [-0.10, 0.02, 0.13], [0.08, -0.11, 0.16], [0.04, 0.12, -0.09], [-0.04, -0.08, -0.06], [0.01, 0.05, -0.01], [0.02, 0.07, 0.08], [0.02, -0.01, 0.02], [-0.04, -0.02, 0.02], [-0.01, -0.03, -0.04], [0.05, 0.05, -0.10], [0.00, -0.05, 0.03], [0.00, 0.03, 0.01], [-0.04, -0.01, 0.02], [0.01, 0.04, -0.07], [-0.03, 0.04, 0.02], [0.10, -0.13, -0.03], [0.02, 0.00, 0.02], [-0.01, -0.02, 0.01], [0.03, -0.02, 0.01], [-0.02, -0.04, -0.03], [-0.01, -0.03, 0.01], [0.02, 0.00, 0.01], [0.00, 0.05, -0.09], [0.02, -0.04, 0.00], [-0.02, -0.04, -0.01], [-0.05, 0.00, -0.01], [0.02, 0.03, 0.02], [-0.01, 0.02, 0.00], [-0.03, 0.02, -0.01], [0.03, -0.02, -0.04], [-0.04, -0.02, 0.02], [-0.02, -0.02, 0.05], [-0.02, 0.01, 0.00], [0.05, 0.00, 0.05], [-0.01, -0.02, 0.02], [-0.02, 0.03, -0.02], [0.02, 0.04, -0.02], [0.05, 0.01, 0.00], [-0.01, 0.02, -0.01], [0.01, 0.03, 0.02], [0.07, 0.02, 0.03], [0.02, -0.03, 0.02], [0.00, 0.02, 0.00], [0.02, -0.02, 0.02], [-0.04, -0.02, 0.02], [-0.02, -0.04, 0.01], [-0.05, 0.03, -0.01], [-0.03, 0.00, 0.01], [0.02, 0.01, 0.03], [-0.03, 0.03, 0.00], [0.06, 0.00, -0.18], [-0.02, 0.02, -0.02]]
}

# 3
{
  "formula": "C5H13O2",
  "method": "ωB97M-V with the def2-TZVPD basis set",
  "total_energy_ev": -9488.929,
  "homo_energy_ha": -0.116,
  "orbital_gap_ha": 0.2596,
  "charge": -1,
  "lumo_ev": 3.90,
  "largest_force_ev_per_a": 6.853,
  "symbols": ["C", "O", "C", "C", "C", "C", "H", "H", "H", "H", "H", "H", "H", "H", "H", "H", "H", "H", "H", "O"],
  "coordinates": [[-0.868, -1.312, 0.676], [-0.041, -2.069, 1.464], [-0.521, 0.266, 0.454], [-0.265, 0.560, -0.925], [0.948, -0.292, -1.369], [-0.362, 2.103, -1.381], [-0.947, -1.624, -0.415], [-1.922, -1.282, 0.954], [0.339, 0.482, 1.125], [-1.309, 0.872, 1.017], [-1.097, 0.077, -1.714], [0.799, -1.428, -1.353], [1.416, 0.108, -2.345], [1.687, -0.187, -0.463], [-0.488, 2.617, -0.479], [-1.153, 2.122, -2.031], [0.557, 2.339, -1.828], [1.693, -1.424, 2.742], [0.297, -1.142, 2.740], [1.235, -0.785, 3.130]],
  "forces_ev_per_angstrom": [[0.60, 0.40, -1.08], [-1.30, 0.74, -0.71], [-1.12, -0.78, 4.30], [-1.89, -0.70, -5.29], [2.32, 0.46, 1.16], [1.83, -3.53, 1.80], [0.18, -0.43, 0.74], [-0.59, -0.24, 0.64], [0.10, -0.22, -0.71], [0.38, -0.46, -1.26], [1.24, 0.85, 2.38], [-0.21, 1.79, -0.44], [-0.61, -0.86, 1.42], [-0.65, -0.02, -1.91], [-0.40, 1.32, 1.05], [-1.84, 0.75, -1.49], [1.22, 0.78, -0.82], [3.39, -4.20, -2.71], [2.15, 0.35, 0.09], [-4.81, 3.98, 2.83]]
}

# 4
{
  "formula": "C6H17N2",
  "method": "ωB97M-V with the def2-TZVPD basis set",
  "total_energy_ev": -9455.969,
  "homo_energy_ha": [-0.718, -0.716],
  "orbital_gap_ha": [0.4577, 0.2760],
  "multiplicity": 2,
  "charge": 2,
  "lumo_ev": [-7.09, -11.98],
  "largest_force_ev_per_a": 7.180,
  "symbols": ["N", "C", "C", "N", "C", "C", "C", "C", "H", "H", "H", "H", "H", "H", "H", "H", "H", "H", "H", "H", "H", "H", "H", "H", "H"],
  "coordinates": [[1.959, -0.264, -1.328], [2.116, -0.118, 0.223], [0.969, 0.718, 0.780], [-0.188, -0.008, 0.313], [-1.316, 0.891, -0.257], [-0.726, 1.543, -1.447], [-0.912, -0.900, 1.389], [-1.973, -1.801, 0.755], [2.503, 0.571, -1.795], [2.341, -1.157, -1.599], [0.925, 0.014, -1.748], [1.893, -1.256, 0.660], [3.148, 0.406, 0.318], [0.947, 0.957, 1.891], [0.981, 1.699, 0.237], [-2.151, 0.344, -0.440], [-1.741, 1.499, 0.602], [-0.693, 0.766, -2.395], [0.271, 2.066, -1.446], [-1.539, 2.227, -1.867], [-0.189, -1.581, 1.895], [-1.209, -0.319, 2.284], [-1.531, -2.577, 0.199], [-2.636, -2.165, 1.662], [-2.666, -1.592, -0.008]],
  "forces_ev_per_angstrom": [[-1.54, 4.36, -0.84], [0.70, -1.96, 0.62], [0.80, 1.30, -1.28], [-5.21, 1.40, 4.73], [3.69, 0.67, 1.14], [-1.34, 0.32, -4.43], [1.23, -1.44, -1.21], [-1.12, -0.68, 3.22], [-0.63, -2.27, 0.89], [-0.03, -0.38, -0.72], [2.69, -1.62, 1.25], [1.61, 2.98, -1.09], [-1.68, -1.56, 0.54], [0.21, -0.89, -1.21], [0.01, -0.70, 0.82], [-2.08, -2.06, -1.17], [1.35, 0.02, -0.55], [0.00, 1.45, 2.26], [-1.36, -0.22, 0.42], [1.41, -0.39, 0.48], [0.01, 0.38, -0.73], [-0.22, 0.75, -0.92], [1.15, -1.71, 0.29], [1.48, 0.21, -1.95], [-1.15, 2.04, -0.58]]
}

# 5
{
  "formula": "CH6NO",
  "method": "ωB97M-V with the def2-TZVPD basis set",
  "total_energy_ev": -4670.939,
  "homo_energy_ha": -0.091,
  "orbital_gap_ha": 0.2588,
  "charge": -1,
  "lumo_ev": 4.57,
  "largest_force_ev_per_a": 2.621,
  "symbols": ["O", "H", "C", "N", "H", "H", "H", "H", "H"],
  "coordinates": [[1.659, 0.709, -1.572], [1.165, 0.619, -2.394], [-0.858, -0.613, 0.552], [0.360, 0.196, 0.779], [-1.186, -0.493, -0.503], [-0.638, -1.681, 0.580], [-1.528, -0.288, 1.344], [-0.020, 1.047, 1.176], [1.044, 0.504, 0.038]],
  "forces_ev_per_angstrom": [[0.27, 0.11, -0.11], [-0.02, 0.02, 0.10], [2.04, 0.45, -1.58], [-0.24, 0.49, 1.75], [-0.69, 0.34, 0.52], [-0.02, -0.15, 0.59], [-0.61, -0.45, -0.38], [0.45, 0.19, 0.03], [-1.18, -1.00, -0.91]]
}

# 6
{
  "formula": "C9H9NO",
  "method": "ωB97M-V with the def2-TZVPD basis set",
  "total_energy_ev": -13012.144,
  "homo_energy_ha": [-0.297, -0.297],
  "orbital_gap_ha": [0.2777, 0.2777],
  "smiles": "C/C(=C/N=O)c1ccccc1",
  "lumo_ev": [-0.52, -0.52],
  "largest_force_ev_per_a": 3.237,
  "symbols": ["C", "C", "C", "N", "O", "C", "C", "C", "C", "C", "C", "H", "H", "H", "H", "H", "H", "H", "H", "H"],
  "coordinates": [[0.517, 0.835, -1.886], [-0.689, 0.071, -1.288], [-1.865, -0.269, -1.921], [-2.434, -1.422, -1.421], [-2.193, -1.665, -0.228], [-0.463, -0.318, 0.088], [0.368, -1.416, 0.383], [0.875, -1.556, 1.672], [0.470, -0.682, 2.625], [-0.458, 0.332, 2.356], [-0.867, 0.555, 1.051], [0.738, 0.299, -2.814], [1.382, 0.766, -1.211], [0.369, 1.893, -2.152], [-2.215, -0.030, -2.916], [0.413, -2.150, -0.333], [1.299, -2.463, 2.066], [0.722, -0.949, 3.694], [-0.745, 1.037, 3.059], [-1.348, 1.463, 0.733]],
  "forces_ev_per_angstrom": [[-0.65, -0.58, -0.23], [-0.52, 1.38, -1.85], [2.17, 0.58, 0.42], [-0.60, -1.28, 2.05], [-1.65, -0.34, -1.77], [1.53, -1.01, -0.21], [-0.21, 1.73, 1.85], [-1.08, -1.07, -1.12], [-1.09, 0.73, 2.96], [1.35, -0.62, -1.31], [0.63, 0.54, 0.83], [0.28, 0.21, -0.04], [-0.41, -0.02, -0.22], [-0.32, -0.37, 0.23], [0.35, 0.25, -0.01], [0.76, -1.67, -1.62], [0.69, -0.22, -0.57], [-0.15, 0.74, -1.25], [-0.50, 0.95, 1.60], [-0.58, 0.08, 0.28]]
}

# 7
{
  "formula": "C4H7BFO3",
  "method": "ωB97M-V with the def2-TZVPD basis set",
  "total_energy_ev": -13797.240,
  "homo_energy_ha": -0.151,
  "orbital_gap_ha": 0.2809,
  "charge": -1,
  "lumo_ev": 3.54,
  "largest_force_ev_per_a": 7.885,
  "symbols": ["O", "C", "C", "C", "F", "C", "O", "B", "O", "H", "H", "H", "H", "H", "H", "H"],
  "coordinates": [[-3.191, -0.133, -1.436], [-1.905, -0.375, -1.702], [-0.799, 0.774, -1.200], [-0.049, 0.130, 0.107], [-0.975, -1.001, 0.477], [1.388, -0.643, -0.058], [2.049, -0.157, 1.180], [1.024, 0.408, 2.127], [0.132, 1.152, 1.170], [-1.461, -1.333, -2.207], [-0.049, 1.054, -2.086], [-1.374, 1.793, -0.966], [1.995, -0.410, -1.048], [1.323, -1.824, -0.021], [1.442, 1.062, 3.011], [0.452, -0.498, 2.651]],
  "forces_ev_per_angstrom": [[7.33, -1.99, -2.13], [-4.27, 3.04, 2.23], [-0.49, -0.13, -0.68], [0.10, 1.27, 0.31], [0.93, 1.74, -0.15], [0.41, 0.50, 1.76], [0.22, -0.95, -2.38], [0.10, -0.76, -0.86], [-1.30, -3.39, -3.27], [-1.19, 1.50, 0.85], [-1.40, -0.93, 1.95], [1.15, -2.57, -0.15], [-1.20, 0.08, 2.01], [-0.43, 2.30, -0.03], [0.71, 0.98, 0.26], [-0.67, -0.68, 0.28]]
}

# 8
{
  "formula": "C9H14",
  "method": "ωB97M-V with the def2-TZVPD basis set",
  "total_energy_ev": -9559.829,
  "homo_energy_ha": -0.334,
  "orbital_gap_ha": 0.3716,
  "smiles": "Cc1ccccc1.CC",
  "lumo_ev": 1.03,
  "largest_force_ev_per_a": 1.680,
  "symbols": ["C", "C", "C", "C", "C", "C", "C", "H", "H", "H", "H", "H", "H", "H", "H", "C", "C", "H", "H", "H", "H", "H", "H"],
  "coordinates": [[-0.821, -2.753, -1.168], [-1.091, -1.606, -0.220], [-1.273, -0.310, -0.706], [-1.422, 0.744, 0.180], [-1.336, 0.543, 1.553], [-1.124, -0.727, 2.053], [-1.084, -1.793, 1.149], [0.180, -2.623, -1.575], [-1.547, -2.803, -1.971], [-0.763, -3.696, -0.628], [-1.281, -0.083, -1.764], [-1.486, 1.754, -0.207], [-1.493, 1.421, 2.169], [-0.833, -0.902, 3.083], [-1.072, -2.783, 1.589], [2.079, 1.651, 0.293], [2.029, 2.224, -1.128], [1.316, 0.890, 0.396], [3.090, 1.256, 0.452], [2.036, 2.472, 1.009], [1.125, 2.829, -1.265], [1.889, 1.452, -1.884], [2.880, 2.840, -1.411]],
  "forces_ev_per_angstrom": [[0.27, 0.19, 0.57], [-0.23, -0.11, -0.48], [0.09, 0.20, 0.30], [0.20, -0.05, -0.13], [-0.27, 0.51, -0.11], [0.30, -0.01, -0.57], [0.07, -0.02, 0.84], [0.00, 0.10, -0.34], [-0.04, -0.09, -0.14], [-0.33, -0.10, -0.01], [0.05, -0.24, -0.12], [-0.27, -0.03, 0.03], [0.36, -0.17, 0.31], [-0.63, 0.02, 0.11], [0.40, -0.16, -0.29], [1.33, 0.63, -0.80], [-0.96, 0.08, -0.24], [-0.03, 0.01, 0.49], [-0.34, -0.46, 0.03], [-0.59, -0.18, 0.19], [0.13, 0.19, 0.17], [0.38, -0.26, 0.03], [0.11, -0.03, 0.15]]
}